No. 1
Below is a molecular structure, C13H10AuN3O2S3Sb, with properties calculated with the ωB97M-V functional and the def2-TZVPD basis.

```
33
Properties=species:S:1:pos:R:3:forces:R:3
Au -1.650 0.456 0.975 -0.5172 -0.5990 -0.1547
O 2.640 -1.052 -2.225 -0.1232 0.0792 -0.0153
C 1.810 -0.510 -3.138 0.0623 -0.0481 0.0898
C 2.196 -0.611 -4.475 0.0070 -0.0044 -0.0581
C 1.401 -0.089 -5.473 -0.0701 0.0506 -0.0355
C 0.199 0.552 -5.168 0.0905 -0.0497 0.0006
C -0.183 0.658 -3.848 -0.0075 -0.0012 -0.0204
C 0.603 0.135 -2.815 -0.0493 -0.0034 0.0437
C 0.101 0.293 -1.429 -0.0178 0.0296 0.0990
O -0.989 0.898 -1.232 0.4722 -0.0515 0.0102
N 0.896 -0.220 -0.453 -0.5121 0.1681 -0.0228
N 0.346 -0.087 0.772 0.4676 -0.1432 -0.0669
C 1.060 -0.246 1.826 -0.1651 0.0803 0.2653
C 0.459 -0.013 3.153 -0.1038 0.0138 -0.3095
C 1.113 -0.366 4.325 0.0904 -0.0730 0.1030
C 0.490 -0.120 5.538 0.0938 -0.0454 0.0313
C -0.768 0.460 5.554 -0.0066 -0.0144 0.0562
C -1.358 0.785 4.346 0.1270 -0.0608 -0.2729
N -0.752 0.574 3.178 0.1720 0.2117 0.2384
H 2.234 -0.896 -1.342 0.0473 -0.0323 0.0123
H 3.130 -1.112 -4.696 -0.0334 0.0197 -0.0030
H 1.719 -0.179 -6.506 -0.0145 0.0007 0.0312
H -0.425 0.960 -5.952 0.0246 -0.0141 0.0193
H -1.109 1.147 -3.574 0.0297 -0.0021 -0.0123
H 2.104 -0.520 1.724 0.0275 0.0206 0.0508
H 2.088 -0.836 4.279 -0.0562 0.0284 0.0028
H 0.981 -0.387 6.466 -0.0165 0.0103 -0.0534
H -1.285 0.663 6.482 0.0214 -0.0107 -0.0259
H -2.344 1.231 4.300 0.0129 0.0239 -0.0441
S -3.677 -0.209 -2.348 -0.2176 -0.1461 0.5309
Sb -4.579 -0.760 -0.143 -0.0850 -0.0162 -0.8319
S -2.649 -1.763 0.840 0.3494 0.3192 0.0983
S -3.802 1.166 1.059 -0.0998 0.2594 0.2434
```
Positions in Å, forces in eV/Å.

Frontier orbital gap (alpha / beta) in eV: 5.96 / 5.91
Highest occupied orbital energy (alpha / beta) in eV: -8.161 / -8.158
Multiplicity: 2
⟨S²⟩: 0.7546

Taken from the Mulliken analysis, the atomic charges in e are: 0.479, -0.666, 0.422, -0.678, -0.261, -0.881, -0.548, 0.662, 0.801, -0.859, -0.807, 0.124, -0.012, 0.507, -0.659, -0.248, -0.596, -0.245, -0.339, 0.588, 0.420, 0.368, 0.409, 0.422, 0.447, 0.353, 0.418, 0.371, 0.397, -0.201, 0.564, -0.374, -0.380

=====

No. 2
Below is C6H11N in the gas phase, with properties calculated with the ωB97M-V functional and the def2-TZVPD basis.

```
18
Properties=species:S:1:pos:R:3:forces:R:3
C 1.607 1.186 0.413 0.4544 -0.4965 0.4380
N 0.564 0.212 -2.110 0.2111 -0.3400 0.1834
C -0.063 -0.102 -0.893 -0.8364 0.0215 -0.3254
C 0.411 0.252 0.306 0.9349 0.5005 0.4180
C -0.194 0.001 1.626 -0.5201 0.1828 -0.5904
C -0.765 -1.116 2.049 -0.3088 -0.6052 0.1628
C -1.390 -0.778 -1.118 0.3091 -0.1318 -0.0578
H 1.302 2.226 0.527 -0.0560 0.1362 -0.3572
H 2.184 0.977 1.318 -0.1240 -0.1475 0.0668
H 2.344 1.062 -0.380 -0.1759 0.2866 -0.1407
H 1.508 0.551 -2.049 -0.1468 0.2873 -0.0504
H -0.018 0.720 -2.756 0.0628 -0.0231 -0.1180
H -0.222 0.897 2.243 -0.0095 -0.1043 0.1812
H -1.344 -1.228 2.955 0.2552 0.3982 0.2934
H -0.742 -2.029 1.476 0.1622 -0.0533 -0.3275
H -2.059 -0.145 -1.699 -0.0542 0.3403 0.0299
H -1.273 -1.668 -1.738 0.1085 -0.1615 0.2406
H -1.849 -1.016 -0.170 -0.2666 -0.0902 -0.0468
```
Positions in Å, forces in eV/Å.

Frontier orbital gap in eV: 8.82
SMILES string: C=C/C(C)=C(\C)N
Highest occupied orbital energy in eV: -7.775

Taken from the Mulliken analysis, the atomic charges in e are: -1.585, -0.492, 0.585, 0.610, -0.292, -0.903, -1.327, 0.275, 0.361, 0.437, 0.201, 0.189, 0.301, 0.251, 0.351, 0.365, 0.299, 0.374

=====

We obtain energy values of -64942.947; -7889.381 eV for the records listed above, in that order.